[1]
{
  "formula": "C42H41NO4P2Zn",
  "method": "wB97M-V/def2-TZVPD",
  "homo_lumo_gap_ev": 6.504,
  "e_tot_ha": -4442.5774,
  "de_lowest_kj_mol": 134.6,
  "homo_energy_ev": -7.76,
  "species": ["Zn", "C", "C", "C", "C", "C", "C", "C", "C", "C", "H", "H", "H", "H", "H", "H", "H", "H", "H", "H", "H", "H", "H", "H", "H", "P", "P", "C", "C", "C", "C", "C", "C", "C", "C", "C", "C", "C", "C", "C", "C", "C", "C", "C", "C", "C", "C", "C", "C", "C", "C", "C", "C", "H", "H", "H", "H", "H", "H", "H", "H", "H", "H", "H", "H", "H", "H", "H", "H", "H", "H", "H", "H", "H", "H", "O", "C", "O", "C", "C", "C", "C", "C", "C", "N", "O", "O", "H", "H", "H", "H"],
  "positions_angstrom": [[1.5125, -1.8033, 1.6989], [1.4843, -3.7966, -3.0449], [1.1762, -2.5902, -3.5474], [-0.1156, -2.1067, -4.1713], [-1.1973, -1.8714, -3.1006], [-1.6396, -3.0335, -2.2941], [-1.3812, -4.3145, -2.5552], [-0.6947, -4.9539, -3.7202], [0.8148, -5.0609, -3.5061], [0.6750, -0.3844, 2.5898], [2.3891, -3.9186, -2.4109], [1.9696, -1.8353, -3.5200], [-0.4872, -2.6910, -5.0274], [0.0952, -1.1034, -4.5806], [-0.8085, -1.0765, -2.4557], [-2.1146, -1.4549, -3.5481], [-2.4207, -2.7822, -1.5525], [-1.7612, -5.0677, -1.8583], [-0.9266, -4.4754, -4.6722], [-1.1169, -5.9808, -3.7650], [0.8931, -5.8922, -2.7903], [1.3454, -5.3851, -4.4213], [0.5658, -0.5508, 3.6703], [-0.3072, -0.2538, 2.1125], [1.3500, 0.4664, 2.4105], [0.9148, 3.4953, 0.8836], [-1.6499, 3.0058, 2.4619], [-0.6726, 3.6296, 0.0055], [-1.7614, 3.7333, 0.7998], [1.5180, 5.2368, 0.6037], [1.0150, 6.0980, -0.3825], [1.5244, 7.3911, -0.5286], [2.5299, 7.8529, 0.3139], [3.0075, 7.0228, 1.3298], [2.4922, 5.7365, 1.4927], [1.7703, 2.5197, -0.4346], [1.3801, 1.1817, -0.6486], [1.9524, 0.4329, -1.6771], [2.8865, 1.0403, -2.5333], [3.3066, 2.3581, -2.3030], [2.7675, 3.0871, -1.2388], [-2.7134, 4.3360, 3.2412], [-2.2829, 5.6784, 3.1818], [-3.1461, 6.7137, 3.5427], [-4.4292, 6.4243, 4.0094], [-4.8221, 5.0959, 4.1765], [-3.9507, 4.0567, 3.8341], [-2.8688, 1.6391, 2.2131], [-2.9748, 0.6784, 3.2437], [-3.9216, -0.3442, 3.1646], [-4.7712, -0.4240, 2.0517], [-4.6714, 0.5175, 1.0198], [-3.7102, 1.5313, 1.0976], [-0.6496, 3.6827, -1.0925], [-2.6929, 4.2317, 0.5125], [0.2073, 5.7781, -1.0414], [1.1299, 8.0406, -1.3097], [2.9354, 8.8508, 0.1835], [3.7898, 7.3845, 1.9904], [2.8420, 5.1112, 2.3147], [0.5961, 0.7458, -0.0212], [1.6656, -0.6179, -1.8129], [3.3003, 0.4792, -3.3651], [4.0501, 2.8264, -2.9530], [3.0811, 4.1191, -1.0566], [-1.2741, 5.9159, 2.8419], [-2.8251, 7.7542, 3.4662], [-5.1180, 7.2289, 4.2515], [-5.8061, 4.8606, 4.5815], [-4.2449, 3.0228, 4.0251], [-2.3145, 0.7522, 4.1116], [-3.9985, -1.0786, 3.9753], [-5.5072, -1.2247, 1.9831], [-5.3334, 0.4652, 0.1483], [-3.6292, 2.2505, 0.2813], [2.6592, -3.1499, 0.8851], [1.8900, -3.9841, 0.1744], [0.7618, -3.6598, -0.2998], [2.3225, -5.4169, 0.0381], [1.3878, -6.3274, -0.5348], [1.6419, -7.6948, -0.5891], [2.8667, -8.2007, -0.0804], [3.7109, -7.3370, 0.6765], [3.5220, -5.9478, 0.5949], [3.4481, -9.4191, -0.5943], [2.9335, -10.0302, -1.5533], [4.5289, -9.7650, -0.0320], [0.4288, -5.9549, -0.9326], [0.8899, -8.3867, -0.9689], [4.4832, -7.8136, 1.3035], [4.3019, -5.2995, 1.0380]],
  "forces_ev_per_a": [[1.02, -1.49, -1.21], [0.41, 0.28, -0.74], [0.70, -0.32, 0.16], [0.07, 0.57, -0.52], [-0.11, 0.36, -0.47], [-0.69, -0.58, -0.21], [-0.81, -0.06, 0.61], [-0.08, -0.41, -0.44], [-0.21, -0.72, 0.51], [-0.19, 0.38, 0.33], [-0.45, 0.17, -0.88], [-0.41, -0.04, 0.57], [0.21, 0.13, 0.44], [-0.06, -0.35, -0.02], [-0.11, -0.08, 0.23], [0.30, 0.13, -0.16], [0.90, -0.27, 0.09], [-0.18, 0.37, 0.00], [-0.10, -0.10, 0.22], [0.33, 0.50, -0.27], [0.62, 0.45, -0.30], [-0.31, 0.03, 0.28], [-0.04, 0.10, -0.38], [0.28, 0.29, 0.30], [-0.53, 0.03, 0.13], [0.61, -0.23, -0.57], [-0.68, 0.63, 0.62], [-0.64, -0.10, 0.56], [0.87, 0.21, -0.70], [0.03, 0.14, 0.18], [0.17, 0.10, 0.04], [-0.13, -0.15, 0.00], [-0.01, -0.36, 0.12], [-0.10, -0.01, -0.14], [-0.19, -0.06, -0.40], [0.41, 0.18, -0.18], [0.14, 0.36, -0.02], [0.08, 0.25, -0.07], [-0.01, 0.17, 0.44], [-0.18, -0.29, 0.08], [-0.20, -0.26, -0.14], [-0.16, -0.07, 0.38], [-0.27, -0.27, -0.08], [0.01, -0.14, 0.12], [0.02, -0.26, -0.07], [0.29, 0.02, 0.10], [-0.07, 0.24, -0.12], [-0.35, -0.22, 0.34], [-0.12, 0.24, -0.40], [-0.06, 0.05, -0.16], [0.15, 0.19, -0.01], [0.26, -0.10, 0.21], [-0.16, -0.13, 0.12], [-0.29, 0.54, 0.43], [0.06, -0.59, -0.32], [0.30, 0.02, 0.14], [0.07, -0.16, 0.18], [-0.04, -0.10, 0.04], [-0.13, -0.07, -0.01], [-0.03, 0.09, -0.23], [0.24, 0.10, -0.16], [0.08, 0.53, 0.00], [0.00, 0.03, 0.09], [-0.24, -0.22, 0.18], [-0.06, -0.39, -0.13], [-0.22, -0.07, -0.11], [-0.02, -0.33, -0.01], [0.12, -0.10, 0.00], [0.23, 0.07, -0.07], [-0.02, 0.28, -0.28], [-0.17, -0.04, -0.24], [0.02, 0.30, -0.38], [0.16, 0.20, 0.05], [0.27, -0.03, 0.38], [-0.08, -0.25, 0.26], [-1.48, -0.83, -0.49], [-1.78, 1.51, -0.12], [2.71, -0.31, 1.68], [0.44, -1.35, -0.21], [-0.02, 0.29, 0.73], [0.89, -0.39, 0.20], [-0.60, 2.51, -0.21], [-0.23, -0.46, -0.70], [-0.63, -0.05, 0.63], [1.62, -2.56, 0.37], [0.78, 1.50, 2.06], [-2.45, 0.40, -1.51], [0.71, -0.09, 0.60], [0.41, 0.21, -0.33], [-0.06, 0.60, -0.89], [-0.88, -0.29, -0.17]],
  "lowdin_charge": [0.96, -0.11, -0.11, -0.19, -0.20, -0.12, -0.13, -0.20, -0.18, -0.26, 0.11, 0.08, 0.10, 0.11, 0.10, 0.12, 0.11, 0.10, 0.09, 0.12, 0.07, 0.13, -0.01, -0.03, -0.03, 0.99, 1.00, -0.34, -0.36, -0.39, -0.09, -0.09, -0.09, -0.09, -0.11, -0.38, -0.12, -0.08, -0.08, -0.08, -0.09, -0.37, -0.11, -0.09, -0.10, -0.09, -0.09, -0.39, -0.13, -0.09, -0.09, -0.08, -0.09, 0.09, 0.09, 0.09, 0.10, 0.10, 0.10, 0.10, 0.08, 0.08, 0.10, 0.10, 0.10, 0.10, 0.10, 0.10, 0.10, 0.10, 0.10, 0.11, 0.10, 0.11, 0.09, -0.18, -0.54, -0.02, -0.10, -0.02, 0.02, -0.14, 0.02, 0.01, -0.31, 0.07, 0.03, 0.11, 0.13, 0.13, 0.13]
}

[2]
{
  "formula": "C23H42N4O7S3",
  "method": "wB97M-V/def2-TZVPD",
  "spin_multiplicity": 2,
  "homo_lumo_gap_ev": [2.052, 7.693],
  "e_tot_ha": -2841.6977,
  "charge": -1,
  "homo_energy_ev": [0.18, -5.52],
  "species": ["C", "C", "O", "C", "H", "H", "H", "H", "H", "H", "C", "C", "N", "H", "H", "H", "C", "C", "N", "H", "H", "H", "C", "C", "N", "H", "H", "H", "C", "C", "N", "H", "H", "H", "C", "C", "C", "S", "O", "O", "C", "H", "H", "H", "H", "H", "H", "H", "H", "C", "C", "C", "S", "O", "O", "C", "H", "H", "H", "H", "H", "H", "H", "H", "C", "C", "C", "S", "O", "O", "C", "H", "H", "H", "H", "H", "H", "H", "H"],
  "positions_angstrom": [[-24.7722, 6.0351, -0.3993], [-24.9711, 7.0301, 0.7343], [-25.0695, 6.6059, 1.8852], [-25.0369, 8.4901, 0.4207], [-23.8721, 6.3390, -0.9336], [-25.6369, 6.0176, -1.0626], [-24.6644, 5.0290, 0.0060], [-24.9160, 9.0481, 1.3492], [-26.0069, 8.6417, -0.0528], [-24.2584, 8.7959, -0.2783], [-21.9036, 6.5767, -3.2970], [-22.4555, 7.5220, -4.2742], [-22.9574, 8.2519, -5.0595], [-20.9608, 6.1866, -3.6806], [-22.5829, 5.7265, -3.3581], [-21.8744, 6.9366, -2.2686], [-26.9001, 11.8326, -0.4200], [-28.3178, 11.6398, 0.0014], [-29.4163, 11.4866, 0.3385], [-26.2896, 11.0977, 0.1047], [-26.6692, 12.8276, -0.0394], [-26.7359, 11.7840, -1.4965], [-28.2025, 5.3559, 1.3186], [-28.8446, 4.0476, 1.2920], [-29.4012, 3.0495, 1.2496], [-28.1810, 5.7942, 0.3208], [-27.1778, 5.2684, 1.6796], [-28.6270, 6.0322, 2.0605], [-21.9622, 10.0791, -1.2916], [-21.3085, 9.2182, -0.3401], [-20.7654, 8.5407, 0.4672], [-22.5412, 10.7456, -0.6523], [-22.6152, 9.4151, -1.8580], [-21.3365, 10.6612, -1.9681], [-26.1136, 2.8774, -4.3462], [-26.2048, 4.2702, -5.0110], [-26.7613, 5.2398, -3.8894], [-28.0427, 4.2445, -2.9976], [-29.3058, 4.4889, -3.6613], [-27.9132, 4.3237, -1.5172], [-27.3201, 2.5882, -3.5799], [-25.3693, 2.9846, -3.5571], [-25.7556, 2.0839, -5.0021], [-26.9584, 4.3093, -5.7975], [-25.2963, 4.6138, -5.5058], [-27.1912, 6.2192, -4.0994], [-26.0223, 5.4027, -3.1050], [-28.0950, 2.0825, -4.1560], [-27.1666, 1.9318, -2.7234], [-21.9596, 5.2207, 3.2030], [-20.5292, 4.8869, 3.3567], [-19.9596, 4.7680, 1.9556], [-21.4071, 3.9900, 0.9132], [-21.0790, 2.5715, 0.6319], [-21.7517, 4.9414, -0.1518], [-22.6667, 4.1936, 2.3059], [-22.0350, 6.1526, 2.6428], [-22.4105, 5.2708, 4.1941], [-20.2891, 3.9701, 3.8952], [-19.9556, 5.6317, 3.9085], [-19.0475, 4.1839, 1.8332], [-19.8297, 5.7523, 1.5058], [-22.7348, 3.2501, 2.8473], [-23.6459, 4.3669, 1.8595], [-24.7591, 10.8508, 4.8260], [-24.3127, 9.5467, 4.2406], [-22.9091, 9.7603, 3.6444], [-23.0333, 11.3556, 2.7640], [-23.3549, 11.2696, 1.3364], [-21.8792, 12.1164, 3.2025], [-24.5971, 11.9129, 3.7164], [-24.1176, 11.1228, 5.6642], [-25.8106, 10.7438, 5.0924], [-24.9408, 9.1485, 3.4437], [-24.2051, 8.7382, 4.9636], [-22.4633, 8.9912, 3.0136], [-22.2533, 10.0357, 4.4703], [-25.4687, 11.7500, 3.0824], [-24.6403, 12.9693, 3.9814]],
  "forces_ev_per_a": [[-0.08, 0.84, 0.62], [1.32, 0.00, -1.93], [-0.54, -0.73, 2.80], [0.62, -1.03, 0.25], [0.00, -0.34, -0.40], [-0.33, 0.13, -0.50], [0.13, 0.10, -0.05], [-0.28, 0.12, -0.26], [-0.78, 0.72, -0.34], [-0.07, 0.12, -0.12], [-0.50, -0.49, -0.87], [-1.59, 2.65, -2.20], [1.78, -2.45, 2.62], [0.21, 0.30, 0.37], [-0.07, -0.13, 0.43], [0.18, 0.05, -0.19], [-0.95, 0.22, 0.89], [-0.59, -0.50, -0.32], [1.31, 0.32, -0.35], [0.08, -0.02, -0.16], [0.44, 0.08, -0.17], [-0.27, -0.10, 0.14], [0.61, 0.10, 0.37], [-0.01, 0.85, 0.00], [-0.20, -0.65, 0.09], [-0.12, -0.02, 0.16], [0.28, -0.16, -0.27], [-0.51, -0.10, -0.24], [-0.72, -0.08, 0.09], [2.99, -2.46, 3.07], [-1.98, 2.25, -2.78], [-0.32, 0.18, -0.34], [-0.26, 0.38, -0.26], [0.28, -0.31, 0.25], [2.04, 1.33, 0.03], [-1.54, 0.85, 0.40], [0.54, -1.08, 0.82], [1.26, -0.68, 0.97], [0.20, -0.22, 0.40], [-0.25, 0.03, -2.99], [-2.67, -0.36, 0.79], [0.68, 0.01, -0.22], [-0.32, 0.04, -0.12], [-0.13, -0.39, -0.17], [0.19, 0.02, 0.53], [-0.07, -0.30, -0.56], [0.27, 0.00, -0.06], [-0.28, 0.38, -0.19], [0.13, 0.40, 0.22], [-1.73, 0.33, -0.33], [2.09, -0.72, -0.38], [-0.98, -0.26, -1.25], [0.94, 0.07, 1.03], [-0.73, 2.06, 0.17], [0.44, -1.37, 0.83], [1.22, -1.07, -0.32], [-0.16, 0.47, 0.50], [-0.45, 0.28, -0.25], [-0.59, -0.33, 0.09], [-0.23, 0.38, -0.05], [-0.28, -0.17, -0.01], [-0.04, 0.00, -0.10], [0.23, -0.29, -0.24], [0.23, 0.81, 0.15], [0.13, 0.82, -0.30], [1.33, -1.46, -0.96], [-0.51, 0.87, 0.03], [-1.01, 0.38, 0.44], [0.34, -0.03, 1.39], [-0.36, 0.19, -0.43], [-0.09, -1.11, -0.63], [-0.27, -0.11, 0.32], [0.09, 0.38, 0.38], [-0.40, 0.16, 0.14], [-0.30, 0.09, 0.20], [-0.29, 0.03, -0.06], [0.32, -0.14, -0.17], [0.30, 0.00, -0.64], [0.70, -0.15, 0.19]],
  "mulliken_spin": [0.03, 0.01, 0.12, 0.42, 0.01, 0.03, 0.02, -0.02, -0.03, 0.08, 0.02, 0.00, 0.00, 0.00, 0.00, -0.02, -0.10, 0.25, -0.07, 0.18, -0.02, -0.12, 0.17, 0.02, 0.00, 0.01, -0.01, -0.09, -0.02, 0.00, 0.02, 0.01, 0.01, 0.00, 0.00, -0.01, 0.01, -0.03, 0.00, -0.03, 0.03, 0.00, 0.00, 0.00, 0.00, 0.03, 0.05, 0.00, -0.01, -0.04, -0.01, 0.00, 0.01, 0.00, -0.01, 0.00, 0.05, 0.00, 0.00, 0.00, 0.00, 0.00, 0.00, 0.01, 0.03, 0.09, 0.04, -0.09, 0.00, 0.01, -0.04, 0.02, -0.10, 0.01, 0.00, 0.00, 0.01, 0.07, 0.00]
}

[3]
{
  "formula": "C2H4NO2",
  "method": "wB97M-V/def2-TZVPD",
  "homo_lumo_gap_ev": 11.401,
  "e_tot_ha": -283.4831,
  "smiles": "[NH3+][C@H]1OC1=O",
  "de_lowest_kj_mol": 191.8,
  "charge": 1,
  "homo_energy_ev": -15.83,
  "species": ["C", "C", "N", "O", "O", "H", "H", "H", "H"],
  "positions_angstrom": [[0.1382, -0.7680, 1.3287], [-0.4747, 0.1227, 0.2533], [0.2582, 0.4028, -0.9835], [0.7458, -0.8941, 2.3208], [-0.5871, -1.2756, 0.4141], [-1.4179, 0.7820, 0.2674], [1.1295, 0.0465, -0.9169], [0.5255, 1.3609, -0.8790], [-0.3176, 0.2228, -1.8050]],
  "forces_ev_per_a": [[0.92, 2.65, 1.48], [-1.34, 1.51, 0.64], [-2.73, 2.03, 1.00], [-0.17, -0.48, -0.56], [-1.81, -2.98, -1.16], [1.39, -1.42, 0.37], [3.68, -2.82, -0.67], [-0.41, 1.64, -0.66], [0.48, -0.13, -0.45]],
  "nbo_charge": [0.81, 0.02, -0.67, -0.40, -0.38, 0.25, 0.44, 0.45, 0.47]
}